# 1
ORCA calculation (ωB97M-V/def2-TZVPD) on a 2-piece molecular cluster, CH7NS2 overall at a distorted geometry.

The geometry in XYZ format:
```
11
Properties=species:S:1:pos:R:3:forces:R:3:lowdin_charge:R:1
S 1.379 -1.190 0.601 -0.1 0.5 -0.1 0.209
S 0.934 -0.608 -1.358 0.0 -0.2 0.7 0.217
H 0.819 -0.150 1.287 0.2 -0.3 -0.4 -0.203
H -0.241 -1.248 -1.375 -0.1 0.0 -0.3 -0.219
C -2.173 1.395 0.112 -1.1 -0.4 1.3 -0.193
N -1.978 2.078 1.424 0.1 0.1 -0.8 -0.079
H -1.500 1.738 -0.665 0.2 0.0 0.1 0.054
H -2.070 0.325 0.307 0.4 0.0 -0.4 0.057
H -3.220 1.500 -0.196 0.2 0.1 -0.4 0.062
H -2.478 2.959 1.371 0.2 0.1 0.3 0.047
H -2.427 1.541 2.158 0.0 0.0 -0.1 0.048
```
Positions in Å, forces in eV/Å.

HOMO: -9.464 eV
LUMO level: 0.31 eV
Orbital gap: 0.3593 hartree
Structure (SMILES): CN.SS
Energy relative to the best compared isomer or geometry (same formula, charge and spin): 13.7 kcal/mol

# 2
ORCA calculation (ωB97M-V/def2-TZVPD) on C16H25ClCoN2S4 as an isolated structure.

The geometry in XYZ format:
```
49
Properties=species:S:1:pos:R:3:forces:R:3:lowdin_spin:R:1
Co 0.221 -0.768 -0.156 0.1 0.1 0.1 0.961
C 0.851 2.542 1.367 0.1 -0.1 0.1 0.007
C 0.488 3.424 0.185 0.0 0.1 0.1 0.000
S 0.530 2.680 -1.451 -0.1 0.0 -0.1 0.000
C 2.272 2.491 -1.847 0.1 -0.1 0.0 0.000
C 3.092 1.506 -1.023 0.0 0.1 0.0 -0.001
S 2.442 -0.198 -0.805 -0.2 0.1 -0.1 -0.005
C 3.393 -0.573 0.697 0.1 0.0 0.0 -0.001
C 2.963 -1.892 1.297 0.0 0.0 0.0 -0.001
S 1.168 -2.059 1.458 0.1 -0.2 0.0 -0.010
C 0.726 -1.204 2.990 0.0 0.1 0.1 -0.001
C 0.793 0.316 2.954 0.0 -0.1 0.0 0.003
S -0.129 1.011 1.549 0.0 0.2 -0.1 0.044
H 0.696 3.115 2.283 0.0 0.0 0.0 0.002
H 1.896 2.238 1.340 0.0 0.1 0.0 0.000
H 1.128 4.309 0.224 0.0 0.0 -0.1 0.000
H -0.536 3.787 0.288 0.0 0.0 0.0 0.000
H 2.779 3.456 -1.778 0.0 0.0 0.0 0.000
H 2.283 2.216 -2.902 0.0 0.0 0.0 0.000
H 3.271 1.899 -0.024 0.0 0.0 0.0 0.000
H 4.065 1.377 -1.498 0.0 -0.1 0.0 -0.001
H 3.253 0.247 1.399 0.0 0.0 0.0 0.000
H 4.450 -0.611 0.431 0.0 0.0 0.0 0.000
H 3.422 -2.053 2.272 0.0 0.0 0.0 0.000
H 3.257 -2.729 0.663 0.0 0.0 0.0 0.000
H 1.374 -1.592 3.778 0.0 0.0 0.0 -0.001
H -0.280 -1.560 3.218 0.0 0.0 0.0 0.000
H 1.824 0.656 2.879 0.0 0.0 0.0 0.000
H 0.388 0.713 3.886 0.0 0.0 0.0 0.001
C -3.472 1.353 -3.355 0.0 0.0 0.0 0.000
C -2.168 0.668 -3.770 0.1 0.0 -0.1 0.000
C -1.409 0.197 -2.621 0.0 -0.1 0.2 0.003
N -0.831 -0.148 -1.695 0.4 0.1 -0.2 0.001
H -3.995 1.684 -4.249 0.0 0.0 0.0 0.000
H -3.276 2.223 -2.732 0.0 0.0 0.0 0.000
H -4.122 0.668 -2.814 0.0 0.0 0.0 0.000
H -1.512 1.346 -4.321 0.0 0.0 0.0 0.000
H -2.347 -0.200 -4.409 0.0 0.0 0.0 0.000
Cl -4.535 -1.813 2.581 0.0 0.0 0.0 0.000
C -3.379 -2.314 1.421 0.0 0.0 0.0 -0.001
C -3.509 -3.517 0.742 0.0 0.0 0.0 0.000
C -2.542 -3.852 -0.191 0.0 0.0 0.0 0.001
C -1.483 -2.993 -0.405 0.0 0.0 0.0 0.007
N -1.356 -1.838 0.264 -0.3 -0.1 0.0 -0.011
C -2.292 -1.495 1.154 -0.1 -0.1 -0.1 -0.002
H -4.350 -4.166 0.942 0.0 0.0 0.0 0.000
H -2.603 -4.776 -0.748 0.0 0.0 0.0 0.000
H -0.709 -3.226 -1.125 0.0 0.0 0.0 0.004
H -2.190 -0.542 1.653 0.0 0.0 0.0 0.000
```
Positions in Å, forces in eV/Å.

Net charge: +2
Multiplicity: 2
HOMO (alpha / beta): -14.480 / -14.479 eV
LUMO level (alpha / beta): -6.45 / -6.00 eV
Orbital gap (alpha / beta): 0.2951 / 0.3116 hartree
Energy relative to the best compared isomer or geometry (same formula, charge and spin): 0.0 kcal/mol

# 3
ORCA calculation (ωB97M-V/def2-TZVPD) on C45H49Br2GeNOOs as an isolated structure.

The geometry in XYZ format:
```
100
Properties=species:S:1:pos:R:3:forces:R:3:lowdin_spin:R:1
Os -0.051 0.043 0.915 -0.1 -0.5 -0.4 2.384
C 1.275 -2.694 0.125 0.0 -0.1 -0.2 0.045
C -0.129 -2.774 0.115 -0.1 0.3 -0.3 0.134
C -0.618 -2.152 1.342 0.0 -0.2 0.1 0.020
C 0.581 -1.731 2.042 0.2 -0.1 0.4 0.037
C 1.736 -2.050 1.275 0.0 0.3 0.0 0.074
C 3.176 -1.790 1.669 -0.1 -0.1 0.0 0.009
C 4.119 -2.258 0.561 0.1 0.0 -0.1 0.000
C 3.491 -2.569 2.954 0.0 -0.1 0.1 0.005
C 3.410 -0.296 1.927 0.1 0.0 0.0 0.009
C -1.845 -2.543 2.194 0.0 0.2 0.0 0.001
C -1.746 -4.039 2.543 0.0 0.0 0.1 0.001
C -1.806 -1.792 3.535 -0.1 0.1 0.0 0.009
C -3.197 -2.210 1.557 0.0 -0.2 -0.1 0.019
C -0.895 -3.270 -1.122 0.0 0.0 0.1 0.014
C -1.697 -2.103 -1.726 0.0 0.0 0.0 0.011
C 0.074 -3.807 -2.187 0.0 0.0 -0.1 0.002
C -1.848 -4.448 -0.855 0.0 -0.1 0.0 0.006
H 1.915 -3.054 -0.668 -0.1 0.1 0.0 0.001
H 0.625 -1.538 3.105 -0.1 0.1 0.0 0.011
H 4.050 -3.339 0.404 0.0 0.1 0.0 0.000
H 5.152 -2.021 0.829 0.0 0.0 0.0 0.000
H 3.894 -1.758 -0.387 0.0 0.0 0.1 0.000
H 3.227 -3.625 2.848 0.0 0.1 0.0 0.000
H 2.939 -2.165 3.807 0.0 0.0 0.0 0.000
H 4.559 -2.503 3.183 -0.1 0.0 0.0 0.001
H 3.370 0.277 0.996 0.0 0.0 0.0 0.001
H 4.395 -0.142 2.377 0.0 0.0 -0.1 0.001
H 2.662 0.114 2.609 0.0 0.0 0.0 0.002
H -0.773 -4.251 3.003 -0.1 0.0 0.0 0.000
H -1.857 -4.694 1.684 0.0 0.0 -0.1 0.000
H -2.525 -4.299 3.269 0.1 0.0 -0.1 0.000
H -1.027 -2.177 4.197 -0.1 0.0 0.0 0.000
H -2.764 -1.918 4.049 0.1 0.0 0.0 0.000
H -1.652 -0.718 3.401 0.0 -0.1 0.0 0.008
H -3.368 -2.693 0.598 0.0 0.0 0.1 0.000
H -3.278 -1.138 1.390 0.0 0.1 0.0 0.015
H -4.006 -2.519 2.227 0.1 0.0 -0.1 0.001
H -1.048 -1.249 -1.939 0.0 0.0 0.0 0.003
H -2.479 -1.757 -1.048 0.1 0.0 0.0 0.001
H -2.164 -2.416 -2.667 0.0 0.0 0.1 0.001
H 0.724 -3.046 -2.619 0.0 0.0 0.0 0.000
H -0.509 -4.225 -3.009 0.0 0.0 0.0 0.000
H 0.704 -4.606 -1.787 0.0 0.0 0.0 0.000
H -2.662 -4.210 -0.180 0.0 0.0 0.0 0.000
H -1.303 -5.306 -0.449 0.0 0.1 0.0 0.000
H -2.291 -4.756 -1.806 0.0 0.0 0.1 0.001
Br 1.834 4.699 1.817 0.0 0.0 0.1 0.004
C 2.168 3.644 0.297 0.3 0.2 -0.1 0.014
C 3.094 4.121 -0.654 -0.2 0.0 0.2 -0.002
C 3.421 3.372 -1.741 0.0 -0.1 0.0 0.013
Br 4.678 4.053 -2.980 0.0 0.0 0.0 0.003
C 2.840 2.094 -1.930 0.0 -0.1 0.0 0.001
C 3.149 1.218 -2.994 0.1 0.1 0.0 0.008
C 2.539 0.003 -3.070 -0.1 -0.2 0.0 0.001
C 1.604 -0.357 -2.082 0.0 0.0 -0.2 0.019
N 1.288 0.419 -1.079 0.1 0.5 0.2 0.084
C 1.895 1.646 -0.982 -0.1 -0.3 0.0 0.010
C 1.542 2.426 0.162 -0.2 -0.4 0.2 0.003
O 0.660 1.959 1.014 0.2 0.3 -0.1 0.086
H 3.546 5.092 -0.506 0.0 0.0 0.0 0.000
H 3.881 1.521 -3.731 0.0 0.0 0.0 0.001
H 2.761 -0.691 -3.871 0.0 0.0 0.0 0.000
H 1.106 -1.312 -2.117 0.0 0.0 0.0 0.002
C -1.868 0.843 0.966 0.1 0.2 -0.1 0.698
Ge -2.987 1.854 2.168 0.2 -0.2 0.1 0.095
C -2.349 1.693 3.997 0.2 0.0 0.3 0.002
C -0.969 1.811 4.210 -0.1 -0.1 0.1 0.007
C -0.439 1.789 5.493 -0.1 0.0 0.0 0.001
C -1.283 1.647 6.589 0.0 0.0 0.0 0.000
C -2.654 1.539 6.396 0.0 0.0 -0.1 0.001
C -3.183 1.570 5.109 0.1 0.0 0.0 0.000
C -4.773 1.157 1.843 -0.3 -0.2 0.0 0.011
C -5.434 0.294 2.721 0.0 0.1 -0.1 0.002
C -6.661 -0.267 2.385 0.0 0.0 0.0 0.000
C -7.246 0.022 1.159 0.0 0.0 0.0 0.001
C -6.599 0.872 0.269 0.1 0.0 0.1 0.000
C -5.373 1.433 0.609 -0.1 -0.1 0.1 0.003
C -3.048 3.778 1.853 -0.1 0.3 -0.2 0.027
C -1.878 4.537 1.924 -0.1 0.1 -0.1 0.004
C -1.920 5.922 1.805 0.0 0.0 0.0 0.001
C -3.135 6.570 1.613 0.0 -0.1 0.0 0.001
C -4.307 5.829 1.539 0.1 -0.1 0.0 0.001
C -4.262 4.443 1.658 0.1 0.1 0.1 0.004
H -2.206 1.011 -0.070 0.1 0.0 0.0 0.065
H -0.296 1.912 3.365 0.0 0.1 0.0 0.006
H 0.631 1.885 5.640 0.0 0.0 0.0 0.000
H -0.873 1.625 7.591 0.0 0.0 0.0 0.000
H -3.314 1.437 7.248 0.0 0.0 0.0 0.000
H -4.258 1.507 4.981 0.1 0.0 0.0 0.000
H -4.984 0.039 3.674 0.0 0.0 -0.1 0.000
H -7.159 -0.936 3.080 0.0 0.0 0.0 0.000
H -8.202 -0.416 0.897 0.0 0.0 0.0 0.000
H -7.050 1.098 -0.690 0.0 0.0 0.0 0.000
H -4.880 2.092 -0.100 0.0 0.0 0.0 0.000
H -0.919 4.050 2.060 0.0 0.0 0.0 0.001
H -1.003 6.497 1.862 0.0 0.0 0.0 0.000
H -3.166 7.649 1.519 0.0 0.0 0.0 0.000
H -5.258 6.329 1.393 0.0 0.0 0.0 0.000
H -5.188 3.883 1.616 0.0 0.0 0.0 0.000
```
Positions in Å, forces in eV/Å.

Multiplicity: 5
HOMO (alpha / beta): -6.709 / -7.710 eV
LUMO level (alpha / beta): -0.47 / -1.02 eV
Orbital gap (alpha / beta): 0.2293 / 0.2459 hartree
Energy relative to the best compared isomer or geometry (same formula, charge and spin): 11.2 kcal/mol

# 4
ORCA calculation (ωB97M-V/def2-TZVPD) on a 2-piece molecular cluster, C4H13N2S overall at a distorted geometry.

The geometry in XYZ format:
```
20
Properties=species:S:1:pos:R:3:forces:R:3:lowdin_spin:R:1
C 2.999 -0.296 -1.372 0.4 -0.2 0.3 -0.001
N -0.394 -0.810 -0.603 -1.2 -0.3 0.7 0.777
C -1.036 0.066 0.347 0.5 1.4 0.4 0.085
C -1.041 -0.451 1.798 -0.2 0.3 -0.1 0.047
S -2.047 0.759 2.724 -0.1 0.2 0.0 0.009
C 2.333 -0.374 -2.729 -0.3 -0.1 -0.1 0.001
N 1.098 0.423 -2.761 -0.1 -0.2 -0.2 0.028
H 2.301 -0.595 -0.589 -0.1 0.2 0.0 -0.001
H 3.399 0.692 -1.141 -0.2 0.1 -0.1 0.000
H -1.189 -1.262 -1.068 0.3 -0.3 -0.3 0.023
H -0.443 0.993 0.390 0.1 -0.1 -0.1 0.015
H -2.049 0.419 0.115 0.0 -0.5 -0.3 0.003
H -0.030 -0.428 2.190 0.0 -0.4 0.0 0.000
H -1.528 -1.418 1.877 0.3 -0.2 0.0 0.001
H -1.919 0.244 3.953 0.1 -0.1 0.0 0.002
H 2.980 -0.006 -3.521 0.2 0.1 0.0 0.001
H 2.153 -1.434 -2.959 0.0 0.0 0.0 0.000
H 0.702 0.367 -3.695 0.1 0.2 0.0 0.000
H 0.412 -0.038 -2.160 0.3 0.2 0.0 0.009
H 3.840 -0.993 -1.297 0.0 0.0 -0.2 0.000
```
Positions in Å, forces in eV/Å.

Multiplicity: 2
HOMO (alpha / beta): -9.021 / -9.010 eV
LUMO level (alpha / beta): 0.87 / -1.12 eV
Orbital gap (alpha / beta): 0.3635 / 0.2901 hartree
Energy relative to the best compared isomer or geometry (same formula, charge and spin): 24.9 kcal/mol

# 5
ORCA calculation (ωB97M-V/def2-TZVPD) on C2H2OS3 in the gas phase at a distorted geometry.

The geometry in XYZ format:
```
8
Properties=species:S:1:pos:R:3:forces:R:3:lowdin_charge:R:1
C 0.688 -0.755 0.144 -0.2 -0.7 0.0 -0.871
C -0.486 0.233 0.067 1.6 2.0 -0.2 -1.153
H 1.901 1.033 -0.400 -0.1 1.1 -0.2 -0.230
H -2.746 0.345 0.006 -0.4 0.7 -0.1 -0.110
O 0.371 -1.900 0.376 1.0 0.4 -0.1 -0.042
S 2.355 -0.165 -0.155 -0.5 -1.6 0.4 0.828
S -1.907 -0.652 -0.184 -0.4 -0.8 0.2 0.898
S -0.177 1.861 0.146 -1.1 -1.1 0.1 0.679
```
Positions in Å, forces in eV/Å.

HOMO: -9.256 eV
LUMO level: -1.50 eV
Orbital gap: 0.2850 hartree
Structure (SMILES): O=C(S)C(=S)S
Energy relative to the best compared isomer or geometry (same formula, charge and spin): 6.5 kcal/mol

We obtain molar mass values of 97.21; 468.04; 1042.54; 121.23; 138.24 g mol⁻¹ for the records listed above, in that order.